Below is a structure of composition C8H26FO5S3Zr, with properties calculated with ωB97M-V/def2-TZVPD.

Last column: Mulliken charge in e.
Cartesian coordinates (Å):
H 25.863 -1.106 -24.167  0.32
H 21.052 6.129 -23.737  0.37
O 20.315 2.776 -24.404  -0.51
H 24.335 2.965 -19.694  0.28
S 19.563 4.093 -24.119  0.49
H 20.146 5.678 -22.398  0.36
H 23.095 3.166 -21.740  0.24
H 25.344 3.201 -21.209  0.08
C 24.548 3.580 -20.568  -0.51
C 19.183 0.178 -21.083  -0.85
H 24.959 4.503 -20.159  0.32
H 17.541 4.917 -23.004  0.43
H 23.297 0.764 -20.686  0.16
C 20.676 5.234 -23.241  -0.40
O 24.111 1.300 -25.351  -0.58
S 25.623 1.224 -25.381  0.44
H 21.839 -0.766 -21.220  -0.19
H 20.016 0.513 -20.464  0.32
H 27.278 -0.678 -24.974  0.42
F 22.495 2.047 -23.081  -0.17
H 24.256 -0.508 -19.873  0.38
H 21.909 -2.091 -22.238  0.37
H 17.386 3.242 -23.535  0.41
S 19.933 -0.625 -22.575  0.41
Zr 21.887 1.346 -25.059  2.10
H 18.529 1.022 -21.302  0.27
C 24.214 0.175 -20.721  -0.66
O 20.412 0.564 -23.416  -0.39
C 21.201 -1.566 -21.596  -0.37
H 18.147 3.624 -22.014  0.34
O 24.420 -0.650 -21.876  -0.46
H 27.235 1.593 -23.546  0.49
H 26.094 2.973 -23.761  0.42
H 20.766 -2.155 -20.789  0.44
H 25.139 0.723 -20.547  0.31
C 26.204 1.889 -23.738  -0.54
C 26.197 -0.565 -25.052  -0.96
H 25.837 -1.187 -25.872  0.42
H 23.862 -0.336 -22.591  0.16
H 21.559 4.674 -22.932  -0.04
O 23.436 3.959 -21.318  -0.48
H 25.508 1.615 -22.945  -0.09
C 18.052 3.955 -23.048  -0.96
H 18.613 -0.560 -20.519  0.43

Calculated values
* max |F|: 9.30 eV Å⁻¹
* spin multiplicity: 1
* electronic energy: -55426.0784 eV
* orbital gap: 4.4 eV
* charge: +3


Below is a cluster of 7 separate species, C8H26O6 in total, with properties calculated with ωB97M-V/def2-TZVPD.

Last column: Mulliken charge in e.
Cartesian coordinates (Å):
H -0.973 2.380 -0.124  0.33
H -1.443 2.183 2.309  0.50
C -1.190 1.140 2.206  -0.59
C -1.478 -0.714 -2.177  -0.91
H 3.320 0.811 -0.469  0.32
H -2.577 -2.880 -1.479  0.30
H -2.302 3.324 -0.568  0.23
H 3.515 1.839 0.798  0.29
C -1.695 0.417 0.993  -0.28
H 2.594 -0.932 -1.927  0.25
O 1.601 2.251 2.130  -0.80
H 0.557 -1.459 -2.819  0.21
O 2.858 -1.238 -1.123  -0.66
H -2.377 -3.040 0.248  0.22
H -0.403 -2.649 1.213  0.33
C -0.849 -0.318 0.260  0.54
H -0.128 1.180 2.160  -0.51
C -0.028 -0.464 -2.787  -0.57
O -1.638 3.261 -0.070  -0.59
H 2.409 -1.372 -0.365  0.27
C -2.131 -2.384 -0.657  -1.29
H 0.435 1.625 -2.372  0.40
H -1.671 0.468 3.094  0.26
O 0.620 -2.702 1.105  -0.60
H 0.679 -1.461 2.867  0.29
H 1.703 1.892 1.152  0.53
O 2.932 1.531 0.155  -0.66
C -1.472 -1.168 -0.736  0.19
H -0.245 -0.380 -3.795  0.52
H 0.833 0.531 -1.105  -0.05
H 0.200 -0.512 0.357  0.76
O 0.230 -0.914 3.441  -0.68
H -2.249 0.081 -2.250  0.31
H -1.740 -1.471 -2.932  0.42
H 1.989 0.488 -2.521  0.35
H 0.823 2.744 2.080  0.33
C 0.874 0.634 -2.175  -0.82
H 0.884 -3.178 1.884  0.26
H 0.361 0.001 3.122  0.25
H -2.829 0.458 0.880  0.32

Calculated values
* max |F|: 14.00 eV Å⁻¹
* spin multiplicity: 1
* electronic energy: -20997.2272 eV
* SMILES string: C=C(/C=C/C)CCC.O.O.O.O.O.O
* orbital gap: 10.0 eV
* charge: 0